Record 1
A cluster of 2 separate species, C3H9O3 in total at a distorted geometry, computed with ωB97M-V/def2-TZVPD.

E_LUMO: 0.138 Ha
Net charge: -1
Energy above the lowest of the compared OMol25 structures with the same formula, charge and spin: 140.7 kJ/mol
Frontier orbital gap: 6.9 eV

Last column: Löwdin charge in e.
CARTESIAN COORDINATES (ANGSTROEM)
H: 0.10467 -1.31200 0.35558  0.131
H: 0.24809 0.47933 -1.38653  0.113
H: 2.55121 -0.76534 1.62916  0.062
C: -0.21341 1.15980 -0.48859  -0.475
H: 1.48266 -0.89732 -0.62251  0.075
H: 1.66349 1.29244 0.60200  0.066
H: -3.24639 -1.04248 -0.59709  -0.023
H: -0.14453 2.22343 -0.68658  0.064
H: -2.05673 -0.26633 -1.33038  0.044
O: -2.59822 -1.22589 -1.28654  -0.244
H: 0.12668 0.85133 1.75779  0.172
O: -1.55040 0.85627 -0.33727  -0.363
C: 1.06578 -0.73747 0.32358  -0.295
C: 0.75675 0.73440 0.66569  -0.200
O: 1.81035 -1.35017 1.40171  -0.128

Record 2
A cluster of 3 separate species, C3H9O3S in total at a distorted geometry, computed with ωB97M-V/def2-TZVPD.

E_LUMO: 0.136 Ha
Net charge: -1
Energy above the lowest of the compared OMol25 structures with the same formula, charge and spin: 0.0 kJ/mol
Frontier orbital gap: 6.8 eV

Last column: Löwdin charge in e.
CARTESIAN COORDINATES (ANGSTROEM)
H: -0.06611 1.05938 0.68526  -0.012
H: 0.01519 -0.50951 -2.87496  0.108
C: -1.25915 -1.02842 -1.19364  -0.713
C: 1.24614 -0.81191 -1.15635  -0.326
H: -2.04375 -1.52049 -1.75898  0.024
H: 0.07407 -2.15927 -2.45207  0.092
H: 1.02209 2.53233 4.34843  0.028
H: 2.00126 -1.59485 -0.96209  0.109
O: 1.38105 2.84117 3.50795  -0.076
O: 1.40201 0.29849 -0.71254  0.005
S: -1.14384 -1.91952 0.40803  0.216
O: -0.88900 1.24359 1.16657  -0.143
H: -1.46867 0.03611 -1.06954  0.042
H: -1.19091 0.30910 1.22579  -0.075
H: 0.87183 2.39289 2.81849  0.017
C: 0.04780 -1.16912 -1.98036  -0.295

For the records above, the corresponding M values read 93.102, 125.169 Da.